Molecular formula: C14H25ClN3O3PPd
Method: DFT, ωB97M-V/def2-TZVPD

XYZ file:
```
48
Properties=species:S:1:pos:R:3:forces:R:3
Cl -1.652 2.925 -1.565 -0.05 0.54 -0.41
C -0.859 -1.769 -1.045 -1.22 0.54 -0.95
C 0.533 -1.941 -0.855 1.21 0.40 -0.25
C 1.223 -0.981 -1.643 -0.30 -0.39 -0.29
H 1.003 -2.734 -0.275 -0.13 0.35 -0.03
C 0.252 -0.285 -2.467 -0.34 -0.98 -0.03
C -1.062 -0.721 -1.993 0.52 -0.34 0.04
H -1.990 -0.383 -2.449 0.11 -0.29 0.20
H -1.644 -2.390 -0.617 0.24 0.27 -0.06
H 2.298 -0.852 -1.760 -0.30 -0.19 0.13
C 0.528 0.554 -3.661 0.09 0.28 0.11
Pd -0.025 0.933 -0.721 0.26 -0.92 0.31
C 1.642 1.657 -0.053 4.15 2.01 1.79
O 2.594 2.055 0.460 -2.70 -1.14 -1.34
C -1.662 1.858 -0.099 -3.27 0.10 2.45
O -2.473 1.887 0.768 1.75 0.02 -1.71
H 1.486 1.073 -3.538 -0.14 -0.08 -0.14
H -0.266 1.297 -3.790 0.14 -0.15 -0.10
H 0.586 -0.049 -4.575 -0.03 -0.02 0.15
C -1.831 -1.743 2.671 -0.26 0.03 -0.53
N -1.083 -1.104 3.751 0.44 -0.55 0.50
C -1.170 -1.773 5.040 -0.31 -0.09 0.59
P 0.020 0.085 3.395 -1.60 2.62 -0.19
O 0.116 0.222 1.918 0.43 -0.28 0.50
N -0.456 1.494 4.211 0.33 -1.37 -0.90
C -0.235 2.751 3.483 0.06 0.35 -0.25
C -1.689 1.523 4.997 -0.46 -0.18 0.23
N 1.501 -0.284 4.098 0.95 0.21 -0.87
C 2.153 0.583 5.073 -0.29 0.26 0.79
C 2.423 -1.109 3.317 0.03 -0.64 -0.30
H -2.712 -2.239 3.103 0.36 0.13 -0.07
H -1.219 -2.496 2.146 -0.17 0.17 0.22
H -2.173 -0.992 1.945 0.21 -0.25 0.28
H -0.665 -2.750 5.020 -0.04 0.18 -0.09
H -0.729 -1.175 5.844 0.05 -0.06 -0.23
H -2.225 -1.953 5.288 0.28 0.10 -0.09
H -1.026 2.928 2.736 0.29 -0.07 0.16
H -0.271 3.571 4.211 0.11 -0.19 -0.16
H 0.747 2.769 2.994 -0.26 -0.06 0.10
H -2.568 1.257 4.386 0.19 0.14 0.30
H -1.621 0.859 5.868 -0.10 0.19 -0.23
H -1.822 2.546 5.367 0.01 -0.31 -0.03
H 2.366 0.022 5.995 0.06 0.05 -0.19
H 3.108 0.951 4.669 -0.26 -0.22 0.01
H 1.502 1.435 5.302 0.32 -0.44 0.03
H 2.710 -2.004 3.886 -0.03 0.19 0.02
H 1.967 -1.430 2.370 0.00 0.13 0.39
H 3.339 -0.548 3.084 -0.31 -0.06 0.17
```
Forces are in eV/Å.

Properties
**Net charge**: +2
**Multiplicity**: 5
**Lowest unoccupied orbital energy (spin up / spin down)**: -5.3069 / -10.4714 eV
**Gap between HOMO and LUMO (spin up / spin down)**: 8.47 / 4.92 eV
**<S²>**: 6.027